[1]
39
Properties=species:S:1:pos:R:3 method="wB97M-V/def2-TZVPD" gap_ev=7.4 relative_energy_ev=6.810 homo_ev=-10.82 total_charge=+1 total_energy_ha=-635.44557
C 0.358 2.120 -2.225
C 0.844 -4.141 -0.091
C -1.182 2.327 -1.721
C -3.485 1.327 0.131
C -2.802 0.931 1.338
C 0.983 -2.852 -0.908
C 0.855 -3.277 1.272
C 1.152 2.330 -0.943
C -2.231 1.975 0.461
C -1.085 1.572 -0.409
C 0.723 -1.967 0.409
C 0.331 1.755 0.126
N 0.656 1.596 1.362
N 1.382 -0.721 0.735
N 2.869 -0.949 0.912
H 0.439 1.096 -2.581
H 0.649 2.807 -3.021
H -0.080 -4.602 -0.322
H 1.649 -4.833 -0.247
H -1.273 3.385 -1.462
H -1.950 1.987 -2.440
H -3.560 0.615 -0.663
H -4.353 1.901 0.202
H -3.237 1.131 2.397
H -2.402 -0.130 1.327
H 1.970 -2.708 -1.199
H 0.201 -2.674 -1.729
H 0.146 -3.343 2.139
H 1.830 -3.215 1.815
H 2.165 1.987 -1.140
H 1.295 3.378 -0.871
H -2.181 2.950 0.816
H -1.176 0.450 -0.580
H -0.384 -1.753 0.596
H 3.337 -1.386 0.023
H 0.118 0.958 1.823
H 3.132 0.066 1.189
H 2.783 -1.668 1.662
H 1.517 1.575 1.818



[2]
20
Properties=species:S:1:pos:R:3 method="wB97M-V/def2-TZVPD" gap_ev=10.6 homo_ev=-10.80 smiles="CC(C)CO[P@](=O)(O)OF" total_energy_ha=-900.51391
C -2.018 -1.420 0.489
C -0.475 -1.279 0.088
C 0.326 -1.188 1.468
C -0.389 0.108 -0.679
O 0.786 0.216 -1.528
P 1.738 1.535 -1.171
O 2.917 1.495 -2.123
O 2.372 1.514 0.377
O 0.956 3.028 -1.411
F -0.349 2.870 -1.933
H -2.667 -1.617 -0.401
H -2.127 -2.164 1.312
H -2.302 -0.407 0.903
H -0.144 -2.132 -0.558
H 1.238 -1.830 1.501
H -0.348 -1.516 2.310
H 0.567 -0.107 1.628
H -1.304 0.142 -1.341
H -0.483 0.985 0.028
H 1.705 1.766 1.041



[3]
25
Properties=species:S:1:pos:R:3 method="wB97M-V/def2-TZVPD" gap_ev=8.4 relative_energy_ev=6.688 homo_ev=-8.51 total_energy_ha=-589.80372
C -1.710 -2.592 -0.745
C -2.771 1.733 0.430
C -2.417 1.578 -0.946
C -1.774 1.347 1.346
C -1.262 0.981 -1.329
C -0.609 0.892 0.924
C -0.497 -1.971 -0.810
C -0.264 0.713 -0.374
C 2.531 -1.311 0.610
C 3.508 -0.182 0.774
C 1.011 0.097 -0.777
N -2.830 -2.792 -0.571
N 0.486 -2.121 -0.041
N 1.437 -1.028 -0.016
H -3.733 1.825 0.792
H -3.129 1.945 -1.681
H -1.951 1.477 2.412
H -1.088 0.671 -2.326
H 0.031 0.568 1.692
H 4.133 -0.439 1.625
H 4.329 -0.127 0.081
H 3.032 0.795 0.767
H 0.972 -0.057 -1.880
H 1.872 0.835 -0.670
H 0.694 -2.835 0.713



[4]
14
Properties=species:S:1:pos:R:3 method="wB97M-V/def2-TZVPD" multiplicity=2 gap_ev="5.7 / 6.9" relative_energy_ev=1.366 homo_ev="-7.34 / -8.55" total_energy_ha=-1984.83045
C -0.366 2.241 -1.838
C 0.588 1.524 -1.168
C 1.024 0.516 -0.445
H -0.715 3.171 -1.374
H -0.219 2.357 -2.918
H 2.078 0.495 -0.141
C 0.192 -0.711 -0.068
O 0.689 -1.848 -0.652
Cu 1.916 -2.214 -2.192
H -0.864 -0.507 -0.357
H 0.194 -0.774 1.045
O -3.573 1.610 -1.652
C -2.542 1.147 -2.016
H -2.329 0.049 -2.067



[5]
25
Properties=species:S:1:pos:R:3 method="wB97M-V/def2-TZVPD" gap_ev=9.2 relative_energy_ev=1.651 homo_ev=-8.34 total_energy_ha=-514.91534
C -1.857 -0.663 -0.981
C -3.249 -1.164 -0.729
C -1.647 0.171 0.274
C 1.717 -0.716 1.200
C 2.296 -1.601 0.450
C 1.703 0.750 0.869
C 0.510 1.079 -0.047
C 2.910 -2.448 -0.314
C 0.568 2.540 -0.498
N -3.733 -0.758 0.378
N -2.810 0.015 0.992
N -0.699 0.882 0.704
H -1.788 -0.068 -1.894
H -3.813 -1.798 -1.385
H 1.149 -1.023 2.068
H 1.608 1.336 1.783
H 2.625 1.027 0.355
H 0.568 0.426 -0.936
H -1.131 -1.477 -1.048
H 2.418 -2.918 -1.152
H 3.933 -2.741 -0.137
H -0.276 2.766 -1.146
H 1.491 2.731 -1.041
H 0.521 3.192 0.370
H -3.015 0.462 1.868



[6]
73
Properties=species:S:1:pos:R:3 method="wB97M-V/def2-TZVPD" gap_ev=6.7 relative_energy_ev=0.088 homo_ev=-13.26 total_charge=+2 total_energy_ha=-4515.33768
Pd 0.387 -1.137 -0.016
C 0.546 -1.907 3.823
P -0.429 -1.392 2.375
C -1.526 -0.119 3.080
C -1.588 -2.773 2.080
C -2.298 -2.551 0.730
P -1.164 -2.621 -0.689
C -0.919 -4.392 -0.899
C -2.104 -2.119 -2.130
H -0.071 -2.113 4.700
H 1.253 -1.116 4.075
H 1.115 -2.807 3.584
H -2.186 -0.554 3.834
H -2.133 0.342 2.301
H -0.936 0.657 3.567
H -2.316 -2.856 2.888
H -1.019 -3.707 2.070
H -2.796 -1.582 0.694
H -3.055 -3.321 0.552
H -1.911 -4.838 -1.007
H -0.432 -4.837 -0.035
H -0.347 -4.624 -1.793
H -3.010 -2.728 -2.179
H -1.523 -2.276 -3.039
H -2.369 -1.072 -2.028
O -1.343 0.077 -0.355
As -0.701 1.665 -0.414
C 1.047 1.548 0.369
C 2.122 1.345 -0.500
C 3.428 1.361 -0.008
C 3.658 1.579 1.337
C 2.587 1.766 2.214
C 1.293 1.753 1.737
C -0.459 2.174 -2.217
C -0.704 1.248 -3.224
C -0.520 1.626 -4.548
C -0.093 2.912 -4.848
C 0.151 3.832 -3.833
C -0.032 3.467 -2.509
C -1.817 2.912 0.449
C -1.365 3.828 1.396
C -2.266 4.722 1.960
C -3.600 4.697 1.578
C -4.043 3.792 0.622
C -3.153 2.899 0.047
H 1.952 1.248 -1.565
H 4.261 1.243 -0.689
H 4.673 1.621 1.711
H 2.775 1.940 3.266
H 0.473 1.909 2.422
H -1.036 0.251 -2.977
H -0.715 0.920 -5.345
H 0.046 3.205 -5.880
H 0.475 4.835 -4.076
H 0.145 4.196 -1.726
H -0.323 3.888 1.674
H -1.922 5.442 2.690
H -4.298 5.396 2.021
H -5.081 3.787 0.318
H -3.511 2.203 -0.703
C 3.153 -1.721 -1.876
P 2.278 -2.320 -0.418
C 3.395 -2.139 0.981
C 2.246 -4.100 -0.683
H 4.102 -2.257 -1.952
H 3.350 -0.655 -1.820
H 2.557 -1.924 -2.765
H 4.378 -2.537 0.720
H 2.997 -2.696 1.829
H 3.494 -1.093 1.270
H 3.274 -4.454 -0.792
H 1.706 -4.342 -1.592
H 1.795 -4.611 0.166



[7]
141
Properties=species:S:1:pos:R:3 method="wB97M-V/def2-TZVPD" gap_ev=5.0 relative_energy_ev=0.509 homo_ev=-1.52 total_charge=-2 total_energy_ha=-3472.83246
Cs 0.725 1.406 0.330
C -2.629 4.416 -1.508
C -3.235 3.917 -0.228
C -4.608 3.747 -0.109
C -5.172 3.288 1.071
C -4.342 3.000 2.145
C -2.964 3.166 2.063
C -2.089 2.811 3.232
C -2.397 3.633 0.862
N -1.009 3.782 0.679
C -0.439 4.702 1.438
O -0.970 5.432 2.306
C 1.039 4.995 1.179
C 1.449 6.288 1.499
C 2.760 6.654 1.265
C 3.630 5.711 0.751
C 3.158 4.427 0.498
N 1.881 4.077 0.691
C 4.215 3.416 0.071
O 5.202 3.891 -0.534
N 4.032 2.177 0.508
C 5.132 1.330 0.356
C 5.717 0.819 1.529
C 5.127 1.194 2.860
C 6.846 0.011 1.454
C 7.404 -0.321 0.228
C 6.787 0.128 -0.932
C 5.654 0.932 -0.891
C 4.960 1.340 -2.154
H -3.400 4.586 -2.262
H -1.914 3.692 -1.900
H -2.076 5.343 -1.344
H -5.240 3.967 -0.964
H -6.244 3.146 1.152
H -4.770 2.634 3.074
H -2.694 2.440 4.064
H -1.523 3.683 3.560
H -1.382 2.019 2.966
H 0.717 6.957 1.927
H 3.102 7.659 1.488
H 4.667 5.919 0.534
H 4.071 0.918 2.905
H 5.161 2.274 3.014
H 5.663 0.700 3.674
H 7.299 -0.348 2.373
H 8.293 -0.940 0.175
H 7.193 -0.146 -1.902
H 5.450 0.900 -3.027
H 4.952 2.426 -2.255
H 3.926 0.991 -2.127
C 2.053 0.471 -4.215
C 0.846 0.966 -3.415
C 0.435 2.380 -3.816
P -0.419 -0.402 -3.358
C -0.808 -0.708 -5.184
C -0.868 0.408 -6.230
C -2.086 -1.544 -5.282
C -1.949 0.328 -2.703
C -2.721 1.214 -3.466
C -4.038 1.526 -3.188
C -4.826 2.490 -4.033
C -4.611 0.871 -2.091
C -3.880 0.038 -1.283
C -2.486 -0.213 -1.489
N -1.722 -0.975 -0.672
C -2.113 -1.222 0.615
C -2.716 -0.227 1.429
C -3.094 -0.449 2.734
C -2.879 -1.679 3.355
C -3.267 -1.920 4.790
C -2.240 -2.643 2.593
C -1.858 -2.463 1.260
P -1.000 -3.944 0.620
C -2.422 -5.147 0.357
C -2.567 -6.123 1.525
C -3.767 -4.497 0.041
C -0.419 -3.659 -1.119
C -1.440 -3.666 -2.246
C 0.670 -4.695 -1.411
H 2.887 1.169 -4.127
H 1.815 0.373 -5.278
H 2.389 -0.502 -3.850
H 1.171 1.034 -2.370
H 0.126 2.448 -4.861
H 1.276 3.065 -3.670
H -0.391 2.738 -3.201
H 0.030 -1.357 -5.469
H -1.728 1.062 -6.081
H -0.978 -0.039 -7.225
H 0.030 1.024 -6.246
H -2.956 -0.949 -4.997
H -2.057 -2.411 -4.627
H -2.232 -1.892 -6.310
H -2.263 1.675 -4.333
H -4.175 2.999 -4.747
H -5.307 3.261 -3.424
H -5.616 1.991 -4.604
H -5.659 1.037 -1.857
H -4.370 -0.435 -0.443
H -2.886 0.754 1.002
H -3.551 0.366 3.288
H -4.090 -1.263 5.083
H -2.442 -1.728 5.485
H -3.594 -2.951 4.950
H -2.019 -3.604 3.057
H -2.097 -5.731 -0.512
H -2.918 -5.608 2.423
H -1.616 -6.603 1.766
H -3.300 -6.902 1.290
H -4.150 -3.978 0.922
H -4.503 -5.254 -0.254
H -3.691 -3.759 -0.756
H 0.029 -2.661 -1.096
H -1.988 -4.611 -2.303
H -0.911 -3.539 -3.193
H -2.142 -2.839 -2.140
H 0.249 -5.704 -1.498
H 1.419 -4.723 -0.620
H 1.163 -4.461 -2.360
C 5.448 -3.175 -0.614
C 3.945 -3.341 -0.805
C 3.228 -2.066 -0.855
N 2.632 -1.087 -0.916
H 5.920 -4.156 -0.549
H 5.667 -2.614 0.292
H 5.889 -2.624 -1.442
H 3.510 -3.923 0.009
H 3.718 -3.877 -1.729
N 0.735 -0.753 2.806
C 0.755 -1.206 3.860
C 0.775 -1.771 5.182
C 1.414 -1.090 6.215
C 1.422 -1.636 7.488
C 0.798 -2.853 7.727
C 0.166 -3.530 6.693
C 0.152 -2.993 5.416
H 1.893 -0.142 6.012
H 1.915 -1.109 8.294
H 0.804 -3.275 8.724
H -0.323 -4.478 6.879
H -0.338 -3.499 4.596



[8]
8
Properties=species:S:1:pos:R:3 method="wB97M-V/def2-TZVPD" gap_ev=10.6 relative_energy_ev=0.894 homo_ev=-9.35 smiles="C=NC" total_energy_ha=-133.90058
C -0.695 -0.055 -1.191
C 0.490 0.042 0.913
N -0.423 0.501 -0.083
H -1.381 0.435 -1.917
H -0.207 -1.006 -1.279
H 1.181 0.794 0.848
H 1.073 -0.883 0.886
H -0.037 0.172 1.823